No. 1
20
Properties=species:S:1:pos:R:3 method="wB97M-V/def2-TZVPD" e_above_lowest_kcal_mol=6.9 e_homo_ev=-10.8 smiles=CCC(C)CC
C -1.720 1.334 -1.374
C -1.359 0.032 -0.651
C 0.112 -0.068 -0.191
C 0.906 -1.105 -0.986
C 0.239 -0.301 1.324
C 1.616 -0.041 1.875
H -2.783 1.550 -1.235
H -1.498 1.289 -2.440
H -1.201 2.156 -0.892
H -1.999 -0.074 0.223
H -1.591 -0.862 -1.229
H 0.586 0.913 -0.373
H 1.971 -1.011 -0.795
H 0.596 -2.114 -0.696
H 0.751 -0.955 -2.055
H -0.097 -1.319 1.524
H -0.446 0.389 1.834
H 1.967 0.942 1.563
H 2.386 -0.766 1.601
H 1.566 0.012 2.972

=====

No. 2
36
Properties=species:S:1:pos:R:3 method="wB97M-V/def2-TZVPD" charge=-1 e_homo_ev=-3.4
I -27.092 12.588 6.386
C -22.343 8.114 9.380
C -21.869 9.504 9.714
O -22.892 10.191 10.432
H -21.531 7.390 9.446
H -22.769 8.192 8.380
H -23.131 7.652 9.974
H -21.531 10.074 8.848
H -20.930 9.457 10.266
H -23.476 10.482 9.728
C -25.791 14.354 -0.132
C -25.086 15.693 0.181
O -25.745 16.213 1.347
H -26.758 14.539 -0.599
H -26.085 13.856 0.793
H -25.134 13.661 -0.658
H -25.223 16.362 -0.669
H -24.016 15.683 0.389
H -25.766 15.567 2.057
C -29.821 8.163 12.529
C -30.744 7.183 11.673
C -32.313 7.543 11.851
O -32.917 6.629 10.970
C -33.910 5.911 11.697
N -30.433 7.380 10.231
H -28.821 7.731 12.478
H -30.114 8.339 13.564
H -29.699 9.140 12.061
H -30.639 6.124 11.908
H -32.503 8.514 11.393
H -32.554 7.502 12.913
H -34.520 6.663 12.198
H -33.492 5.342 12.528
H -34.646 5.361 11.110
H -29.476 7.065 10.290
H -30.150 8.343 10.123

=====

No. 3
16
Properties=species:S:1:pos:R:3 method="wB97M-V/def2-TZVPD" e_above_lowest_kcal_mol=11.8 e_homo_ev=-9.7 smiles="C[C@@H](O)CC(N)=O"
C 2.067 0.429 -0.539
C 0.714 -0.175 -0.205
O 0.749 -0.900 1.025
C -0.436 0.816 -0.021
C -1.667 -0.040 -0.270
N -2.431 -0.361 0.810
O -1.893 -0.490 -1.382
H 2.424 1.090 0.256
H 2.014 0.994 -1.475
H 2.803 -0.371 -0.680
H 0.383 -0.810 -1.045
H 1.209 -1.735 0.888
H -0.403 1.265 0.979
H -0.394 1.611 -0.771
H -3.042 -1.156 0.691
H -2.096 -0.168 1.739

=====

No. 4
19
Properties=species:S:1:pos:R:3 method="wB97M-V/def2-TZVPD" e_homo_ev=-8.4
Li -0.236 -1.177 -0.452
N 1.463 -0.224 -1.022
C 1.001 1.119 -1.479
C -0.262 1.577 -0.748
C -1.532 0.870 -1.274
O -2.293 1.524 -1.973
O -1.647 -0.371 -0.945
H 1.994 -0.117 -0.162
H 2.111 -0.609 -1.698
H 0.790 1.056 -2.547
H 1.792 1.859 -1.350
H -0.390 2.647 -0.899
H -0.147 1.396 0.329
C -0.207 -1.589 2.660
O -0.634 -1.802 1.313
H -0.759 -2.226 3.349
H -0.328 -0.546 2.953
H 0.846 -1.852 2.712
H -1.561 -1.535 1.232

=====

No. 5
17
Properties=species:S:1:pos:R:3 method="wB97M-V/def2-TZVPD" e_above_lowest_kcal_mol=34.9 e_homo_ev=-8.2 smiles="CS[P@]1(=S)CCCS1"
C -0.212 -2.857 -0.683
S 0.033 -1.204 -1.514
P -0.949 -0.258 0.048
S -3.256 -1.305 0.485
C -0.575 1.454 -0.495
C 0.891 1.755 -0.120
C 1.054 1.535 1.374
S 0.374 -0.209 1.687
H 0.450 -2.840 0.194
H -0.024 -3.724 -1.304
H -1.214 -3.141 -0.381
H -1.201 2.189 -0.102
H -0.858 1.336 -1.629
H 1.524 0.968 -0.584
H 1.212 2.669 -0.499
H 2.145 1.477 1.461
H 0.605 2.153 2.061

=====

No. 6
84
Properties=species:S:1:pos:R:3 method="wB97M-V/def2-TZVPD" e_above_lowest_kcal_mol=305.4 e_homo_ev=-10.0 smiles="COC(=O)OC.COC(=O)OC.COC(=O)OC.COC(=O)OC.COC(=O)OC.COC(=O)OC.COC(=O)OC"
C -3.725 0.075 5.364
O -3.232 1.308 5.741
C -2.544 2.131 4.906
O -2.383 1.860 3.701
O -2.116 3.293 5.575
C -1.507 4.318 4.740
H -2.855 -0.550 4.720
H -4.565 0.296 4.532
H -4.382 -0.485 5.995
H -0.664 3.682 4.194
H -1.402 5.353 5.264
H -2.137 4.706 3.986
C 3.984 0.291 -6.823
O 3.287 -0.411 -5.894
C 3.859 -1.126 -4.958
O 5.080 -1.136 -4.804
O 3.133 -1.949 -4.301
C 3.715 -2.751 -3.343
H 4.485 -0.412 -7.349
H 4.535 1.093 -6.298
H 3.309 0.805 -7.543
H 4.440 -3.744 -3.718
H 2.770 -3.193 -2.777
H 4.197 -2.216 -2.604
C 1.721 -5.994 -4.638
O 1.608 -6.045 -3.154
C 0.845 -5.217 -2.530
O 0.231 -4.352 -3.191
O 0.794 -5.341 -1.217
C 0.335 -4.228 -0.542
H 2.103 -4.957 -4.913
H 0.804 -6.283 -4.914
H 2.510 -6.644 -4.829
H -0.528 -3.701 -0.729
H 1.019 -3.513 -0.247
H 0.159 -4.539 0.453
C 2.490 6.853 2.598
O 1.505 6.242 1.848
C 1.294 5.076 1.840
O 2.045 4.265 2.321
O 0.039 4.577 1.230
C -0.001 3.189 1.019
H 3.411 6.956 2.066
H 2.618 6.468 3.563
H 2.269 7.929 2.797
H 0.677 2.639 1.648
H 0.341 2.818 0.081
H -1.187 3.048 1.050
C -5.193 2.597 1.841
O -6.367 1.861 1.470
C -6.518 0.584 1.457
O -5.614 -0.253 1.690
O -7.849 0.223 1.304
C -8.191 -1.130 1.215
H -5.271 3.816 1.704
H -4.349 2.453 1.297
H -5.261 2.347 2.997
H -7.770 -1.424 0.437
H -9.248 -1.205 1.384
H -7.656 -1.755 1.945
C 0.547 -0.736 -2.821
O 0.039 -1.096 -1.465
C -0.758 -0.311 -0.800
O -0.755 0.886 -1.056
O -1.366 -0.801 0.263
C -2.369 -0.170 0.912
H 1.167 0.060 -2.692
H -0.315 -0.503 -3.353
H 1.109 -1.443 -3.134
H -2.816 0.082 -0.005
H -1.921 0.668 1.378
H -2.950 -0.677 1.428
C 3.616 0.771 -0.927
O 3.148 -0.182 0.005
C 3.965 -1.135 0.309
O 4.997 -1.337 -0.339
O 3.389 -1.979 1.148
C 4.030 -3.254 1.457
H 4.416 1.253 -0.560
H 2.772 1.576 -1.329
H 3.961 0.425 -2.030
H 4.317 -3.848 0.786
H 3.526 -3.789 2.288
H 5.154 -3.056 1.878

=====

What did we get for lowest unoccupied orbital energy? Answer: 1.21; 2.48; 0.81; 0.00; -0.78; 0.60 eV, in the order shown.
What did we get for energy? Answer: -237.0004; -896.7551; -363.0667; -446.4913; -1693.6707; -2404.9710 Eh, in the order shown.
What did we get for frontier orbital gap? Answer: 11.991; 5.898; 10.556; 8.391; 7.396; 10.588 eV, in the order shown.